*A*
Below is a single C5H8ClNS molecule, with properties calculated with wB97M-V/def2-TZVPD.

Output
HOMO-LUMO gap: 9.61 eV
HOMO: -8.91 eV

Element x y z (Å)
S1 -2.58500 -0.39282 -0.66440
C1 -0.91056 -0.70819 0.20008
C2 -0.41087 0.59557 0.93971
C3 1.03917 0.39995 0.80026
N1 1.95470 1.22485 -0.06704
C4 1.03149 0.19085 -0.72953
C5 0.34948 -1.09125 -0.74261
Cl1 -0.41785 -1.60311 -2.42666
H1 -2.24009 1.13928 -0.85642
H2 -1.37643 -1.40573 1.16378
H3 -0.86808 0.64247 1.91166
H4 -0.74324 1.52723 0.51990
H5 1.33686 -0.46467 1.27856
H6 2.83310 0.99282 0.15491
H7 0.19150 0.94849 -1.00852
H8 0.81583 -1.99572 -0.47367

*B*
Below is a single C5H8ClNS molecule, with properties calculated with wB97M-V/def2-TZVPD.

Output
HOMO-LUMO gap: 8.66 eV
HOMO: -8.06 eV

Element x y z (Å)
S1 -2.10966 -0.47569 -0.12428
C1 -0.51866 -0.63681 0.51053
C2 -0.12774 0.64686 1.14687
N1 -0.16743 1.53597 -0.00995
C3 0.24030 0.64832 -1.17696
C4 0.82900 -0.67204 -0.66679
Cl1 2.58496 -0.29776 0.05154
C5 0.10369 -1.73647 0.10809
H1 -2.38020 0.74041 -0.50465
H2 -1.00320 0.74659 1.96996
H3 0.69379 0.55443 1.88657
H4 0.72102 2.11677 0.20574
H5 -0.50192 0.30826 -1.79295
H6 1.02096 1.28162 -1.58343
H7 0.82874 -2.30478 0.72531
H8 -0.21366 -2.45568 -0.74559

Ranked by calculated energy, most stable first: *B*, *A*.

*A*
Below is a single C3H5NO5 molecule, with properties calculated with wB97M-V/def2-TZVPD.

Output
HOMO-LUMO gap: 10.35 eV
HOMO: -9.88 eV

Element x y z (Å)
C1 1.71921 0.57742 -0.55107
N1 0.49201 -0.15443 -0.34539
O1 -0.68878 0.48218 -0.71252
C2 -1.56144 1.12366 0.39234
O2 -1.17493 1.48046 1.43913
O3 -2.68377 1.04795 -0.23715
C3 0.42291 -1.29888 0.38891
O4 1.38103 -1.92043 0.77526
O5 -0.86210 -1.66125 0.61340
H1 2.54070 -0.06660 -0.24750
H2 1.82490 0.82764 -1.60642
H3 1.73822 1.48606 0.05474
H4 -2.29702 0.55421 -1.09554
H5 -0.85095 -2.47799 1.13180

*B*
Below is a 2-piece molecular cluster, C3H5NO5 overall, with properties calculated with wB97M-V/def2-TZVPD.

Output
HOMO-LUMO gap (alpha / beta): 7.92 / 7.57 eV
HOMO (alpha / beta): -9.67 / -9.77 eV

Element x y z (Å)
C1 -1.68348 -0.57771 -0.59482
C2 -0.13980 -0.15884 -0.21944
C3 -0.12892 1.36927 0.29193
O1 0.51140 2.33517 -0.11267
O2 0.22914 -0.56128 -1.39690
O3 3.35158 0.85992 0.34352
N1 3.45133 -0.30559 0.65886
O4 4.43596 -1.11618 0.74833
O5 -2.44538 -0.44861 0.49443
H1 -1.98794 0.13298 -1.38964
H2 -1.75438 -1.63275 -0.97751
H3 0.24802 -0.59008 0.72865
H4 -0.72023 1.40128 1.18996
H5 -3.36729 -0.70759 0.23530

Ranked by calculated energy, most stable first: *A*, *B*.

*A*
Below is C4H5NO5S2 as an isolated structure, with properties calculated with wB97M-V/def2-TZVPD.

Output
HOMO-LUMO gap (alpha / beta): 7.97 / 7.33 eV
HOMO (alpha / beta): -9.12 / -9.20 eV

Element x y z (Å)
C1 -0.12791 0.15147 1.42753
C2 -0.49421 0.06513 -1.07839
C3 1.79104 0.03169 -0.21067
C4 1.49391 1.22244 -1.21907
N1 0.37076 -0.41819 0.07821
O1 -0.82364 -2.35927 1.25615
O2 -1.98922 -1.12684 3.06264
O3 -3.12085 0.74147 -1.32146
O4 -2.45703 -0.57677 0.71603
O5 0.11780 1.10638 -1.68539
S1 -1.35641 -1.11280 1.76115
S2 -2.14563 0.74381 -0.21272
H1 2.32173 -0.80437 -0.62601
H2 2.16930 0.54469 0.70054
H3 1.59735 2.19313 -0.91204
H4 2.20832 1.08027 -2.00148
H5 0.44471 -1.48224 0.26498

*B*
Below is a single C4H5NO5S2 molecule, with properties calculated with wB97M-V/def2-TZVPD.

Output
HOMO-LUMO gap: 8.51 eV
HOMO: -8.91 eV

Element x y z (Å)
C1 -0.35757 -0.60568 0.44431
C2 -0.48018 0.96564 0.46312
C3 1.92481 -0.35487 0.08813
C4 1.58591 0.98575 -0.49541
N1 0.84709 -1.23959 0.22883
O1 -2.01653 -2.03361 -0.95281
O2 -2.33385 -1.97990 1.50991
O3 -2.09127 2.50342 -0.55518
O4 -2.78089 0.03220 0.15943
O5 0.65990 1.68736 0.42632
S1 -1.93657 -1.32894 0.33482
S2 -2.25565 1.61501 0.52178
H1 2.76694 -0.82918 -0.51860
H2 2.38043 -0.26546 1.04838
H3 2.32799 1.79266 -0.71162
H4 0.96634 0.80395 -1.38514
H5 0.79311 -1.74874 -0.60626

Ranked by calculated energy, most stable first: *B*, *A*.

*A*
Below is a single C21H24N2O5S molecule, with properties calculated with wB97M-V/def2-TZVPD.

Output
HOMO-LUMO gap: 8.64 eV
HOMO: -8.14 eV

Element x y z (Å)
O1 -5.25625 0.55078 0.41451
C1 -4.06793 0.71334 0.23251
N1 -3.54831 1.93807 -0.03060
C2 -2.16747 2.22129 -0.21222
C3 -1.64074 2.39910 -1.48480
C4 -0.27849 2.55164 -1.64931
C5 0.57602 2.51288 -0.55620
C6 0.04402 2.35648 0.72908
C7 -1.32611 2.23013 0.89151
O2 0.83885 2.30809 1.83944
C8 2.16892 1.95778 1.52863
C9 2.68012 2.84123 0.39261
O3 1.92055 2.63572 -0.77883
C10 -3.05294 -0.41742 0.20891
C11 -3.00255 -1.00427 -1.20937
C12 -2.20022 -2.31803 -1.18032
N2 -1.35731 -2.40900 -0.00509
S1 -0.02898 -1.37407 -0.05422
O4 -0.10764 -0.49230 -1.18234
O5 0.20811 -0.79795 1.23806
C13 1.32722 -2.56032 -0.38200
C14 2.58082 -1.76441 -0.29024
C15 2.92998 -0.90011 -1.32297
C16 4.05062 -0.09704 -1.21442
C17 4.83485 -0.14751 -0.07337
C18 4.48872 -0.99899 0.96218
C19 3.36448 -1.79941 0.85705
C20 -2.11132 -2.44996 1.23741
C21 -3.35461 -1.54561 1.19161
H1 -4.21350 2.69563 -0.11524
H2 -2.29610 2.39862 -2.34210
H3 0.15328 2.67262 -2.62924
H4 -1.71655 2.08844 1.88677
H5 2.75067 2.10781 2.43898
H6 2.20845 0.90365 1.22647
H7 3.71297 2.59956 0.13723
H8 2.61077 3.89545 0.69748
H9 -2.06853 -0.01294 0.45179
H10 -4.01737 -1.19150 -1.56505
H11 -2.51716 -0.28888 -1.87277
H12 -1.55033 -2.38840 -2.05215
H13 -2.86339 -3.18659 -1.16498
H14 1.14195 -2.96044 -1.37365
H15 1.25220 -3.33212 0.37679
H16 2.30760 -0.84747 -2.20247
H17 4.30836 0.57306 -2.02045
H18 5.71354 0.47520 0.01025
H19 5.09312 -1.03772 1.85624
H20 3.09042 -2.45495 1.67024
H21 -1.42605 -2.11446 2.01611
H22 -2.38743 -3.49171 1.43244
H23 -3.56478 -1.14688 2.18340
H24 -4.23457 -2.09613 0.85671

*B*
Below is a single C21H24N2O5S molecule, with properties calculated with wB97M-V/def2-TZVPD.

Output
HOMO-LUMO gap: 9.04 eV
HOMO: -8.79 eV

Element x y z (Å)
C1 -0.51101 -2.59756 0.89266
C2 0.79429 -1.90428 1.14550
C3 0.83264 -0.73661 1.89843
C4 2.03115 -0.10361 2.15972
C5 3.22477 -0.61245 1.66180
C6 4.51517 0.11359 1.92975
N1 4.37882 1.50248 1.52053
S1 4.40425 1.74249 -0.14274
O1 4.68570 3.13384 -0.33620
O2 5.25467 0.77443 -0.78015
C7 2.71063 1.39542 -0.57783
C8 1.70638 2.16674 -0.02979
C9 0.37551 1.86137 -0.27405
C10 0.09929 0.77086 -1.08403
C11 1.12374 0.02504 -1.67135
C12 2.44140 0.32669 -1.41477
C13 0.55031 -1.07150 -2.51463
C14 -0.96637 -0.84684 -2.40479
N2 -1.14552 0.24353 -1.44882
C15 -2.34471 0.65285 -0.97082
O3 -2.44322 1.54977 -0.14587
C16 -3.55536 -0.07471 -1.52656
C17 -4.85812 0.47050 -0.94056
C18 -5.01814 0.13312 0.55246
C19 -5.46544 1.35344 1.35202
O4 -6.50207 1.39977 1.95371
O5 -4.61223 2.37126 1.32993
C20 3.19066 -1.77635 0.90942
C21 1.98901 -2.41716 0.66048
H1 -0.77885 -3.21039 1.75378
H2 -0.44944 -3.25023 0.02460
H3 -1.30779 -1.87132 0.74381
H4 -0.08700 -0.32169 2.28497
H5 2.04979 0.80226 2.74581
H6 5.33597 -0.36943 1.38458
H7 4.73740 0.09372 3.00057
H8 5.04816 2.12358 1.95009
H9 1.97772 3.00151 0.59500
H10 -0.41740 2.44495 0.16101
H11 3.25990 -0.23845 -1.82948
H12 0.89783 -1.00482 -3.54549
H13 0.84526 -2.04601 -2.12394
H14 -1.47862 -1.74475 -2.05196
H15 -1.39787 -0.56307 -3.36991
H16 -3.47066 -1.14255 -1.30981
H17 -3.56058 0.04430 -2.61283
H18 -5.69847 0.05765 -1.49868
H19 -4.87426 1.55337 -1.08508
H20 -5.74823 -0.66177 0.69993
H21 -4.06407 -0.19448 0.97204
H22 -3.79711 2.16398 0.81464
H23 4.10895 -2.18264 0.51210
H24 1.98319 -3.32987 0.08085

Ranked by calculated energy, most stable first: *B*, *A*.